22
Properties=species:S:1:pos:R:3:mulliken_charge:R:1 method="wB97M-V/def2-TZVPD" max_force_ev_per_a=3.67 de_lowest_ev=5.925 orbital_gap_ev=8.298
N -0.978 -0.650 -0.159 -0.26
C -0.596 -2.007 -0.445 -1.00
C 1.605 1.016 -0.824 -1.04
C -1.578 0.015 -1.294 -0.95
C 1.178 -0.538 1.615 -1.08
C 0.350 0.226 0.892 1.19
C -0.406 1.406 1.416 -1.50
H 0.616 0.233 -0.470 0.05
H -0.787 2.029 0.609 0.32
H -1.265 1.057 1.989 0.38
H -1.474 -2.612 -0.701 0.35
H -0.948 -0.003 -2.203 0.31
H 1.986 1.804 -0.189 0.30
H 0.125 -2.098 -1.280 0.31
H -1.809 1.055 -1.054 0.25
H 1.762 -1.342 1.196 0.36
H -0.160 -2.455 0.452 0.32
H 1.247 -0.367 2.680 0.22
H -2.528 -0.467 -1.560 0.36
H 0.225 2.016 2.063 0.43
H 2.365 0.277 -1.048 0.36
H 1.067 1.405 -1.686 0.32

***

22
Properties=species:S:1:pos:R:3:mulliken_charge:R:1 method="wB97M-V/def2-TZVPD" max_force_ev_per_a=3.38 de_lowest_ev=1.920 smiles=CN[C@@H](C)C(C)C orbital_gap_ev=9.760
N -1.089 0.942 -0.849 -0.47
C -1.270 2.370 -0.574 -0.87
C 1.918 -1.264 -0.477 -1.54
C -0.356 -2.089 0.257 -1.35
C 0.041 0.743 1.364 -1.20
C 0.391 -1.017 -0.606 0.49
C 0.164 0.414 -0.148 -0.35
H -1.529 3.012 -1.413 0.33
H 0.952 1.008 -0.671 0.46
H 2.226 -1.727 -1.443 0.32
H -1.806 0.321 -0.479 0.31
H -1.854 2.657 0.292 0.28
H 2.194 -1.880 0.390 0.33
H -0.243 2.783 -0.496 0.31
H -0.007 1.805 1.599 0.38
H -0.092 -1.281 -1.555 0.47
H 0.755 0.116 1.878 0.37
H -0.963 0.336 1.643 0.29
H -0.907 -2.829 -0.354 0.32
H 0.135 -2.426 1.178 0.34
H 2.538 -0.372 -0.325 0.43
H -1.198 -1.622 0.790 0.34

***

22
Properties=species:S:1:pos:R:3:mulliken_charge:R:1 method="wB97M-V/def2-TZVPD" max_force_ev_per_a=1.13 de_lowest_ev=0.646 smiles=CN[C@@H](C)C(C)C orbital_gap_ev=9.518
N 0.898 -1.057 -0.881 -0.31
C 0.045 -0.450 0.158 -0.02
C 1.474 -2.340 -0.537 -0.87
C -2.149 0.774 0.427 -1.57
C -0.921 0.575 -0.500 0.51
C -0.264 1.930 -0.775 -1.65
C 0.841 0.098 1.334 -1.49
H 1.428 -0.645 1.872 0.40
H 1.606 -2.924 -1.442 0.31
H 0.467 1.858 -1.579 0.37
H -1.185 0.117 -1.444 0.37
H -1.008 2.690 -1.015 0.43
H 1.555 0.846 0.992 0.36
H 0.245 2.294 0.116 0.36
H -3.063 0.939 -0.144 0.37
H 0.789 -2.880 0.112 0.34
H 1.512 -0.374 -1.303 0.23
H -1.987 1.670 1.009 0.37
H 0.154 0.539 2.056 0.36
H -0.570 -1.276 0.506 0.44
H -2.308 -0.089 1.052 0.43
H 2.440 -2.297 -0.015 0.27

***

22
Properties=species:S:1:pos:R:3:mulliken_charge:R:1 method="wB97M-V/def2-TZVPD" max_force_ev_per_a=3.69 de_lowest_ev=9.007 orbital_gap_ev=3.041
N -2.964 0.926 0.542 -0.85
C 3.649 0.342 0.534 -0.97
C -2.618 -1.214 -0.761 -0.79
C 1.265 -0.252 1.058 -0.17
C 2.379 0.054 0.198 0.64
C 1.950 0.186 -1.222 -0.79
C -0.067 0.399 0.733 -0.76
H -1.719 -1.705 -0.353 0.24
H 3.945 0.318 1.564 0.32
H 2.247 1.278 -1.415 0.24
H -0.079 1.537 0.850 0.26
H 0.783 0.118 -1.250 0.15
H -2.547 -1.101 -1.899 0.23
H -2.682 -0.200 -0.193 0.17
H -3.544 -1.907 -0.500 0.29
H 1.409 -0.789 2.051 0.37
H 2.531 -0.512 -1.915 0.34
H -3.724 0.706 1.144 0.21
H -3.285 1.497 -0.213 0.24
H 4.504 0.297 -0.084 0.33
H -0.894 -0.046 1.409 0.38
H -0.539 0.070 -0.280 -0.06